Entry 1:
Below is a molecular structure, C5H10N2 at a distorted geometry, with properties calculated with ωB97M-V/def2-TZVPD.

Each line ends with the natural charge from an NBO analysis.
Cartesian coordinates (Å):
C  -0.33  1.21  -0.63  -0.081
C  1.15  -1.00  1.24  -0.665
N  -0.52  1.69  0.66  -0.862
C  -1.05  -0.39  -0.87  0.146
C  0.80  0.31  -0.93  -0.210
C  1.50  -0.57  -0.14  -0.203
N  -1.87  -0.67  0.06  -0.722
H  -0.66  1.84  -1.47  0.204
H  -1.13  1.13  1.24  0.397
H  -0.79  2.66  0.71  0.377
H  -2.61  -1.31  -0.21  0.358
H  -1.07  -0.84  -1.86  0.180
H  1.17  0.44  -1.95  0.215
H  2.30  -1.12  -0.63  0.199
H  0.59  -0.24  1.79  0.229
H  2.04  -1.26  1.80  0.218
H  0.49  -1.88  1.19  0.217

Output
Total energy   -8324.0804 eV
HOMO energy   -7.56 eV

Entry 2:
Below is 2 unconnected molecules or ions with the total composition C3H6N2O at a distorted geometry, with properties calculated with ωB97M-V/def2-TZVPD.

Each line ends with the natural charge from an NBO analysis.
Cartesian coordinates (Å):
C  -1.31  1.08  0.16  -0.436
N  -0.62  -0.13  -0.29  -0.626
C  0.63  -0.44  -0.04  0.260
N  1.47  0.32  0.67  -0.802
C  0.35  -2.19  -1.09  0.361
O  1.19  -2.97  -1.22  -0.547
H  -0.81  1.99  -0.20  0.196
H  -2.34  1.09  -0.22  0.220
H  -1.36  1.14  1.26  0.197
H  2.41  -0.01  0.79  0.401
H  1.25  1.22  1.09  0.365
H  -0.91  -1.01  -0.88  0.411

Output
Total energy   -8233.5657 eV
HOMO energy   -7.81 eV

Entry 3:
Below is a molecular structure, C17H20BrOPdSSi, with properties calculated with ωB97M-V/def2-TZVPD.

Each line ends with the Löwdin spin population.
Cartesian coordinates (Å):
Pd  -0.33  -0.18  -0.13  0.070
Br  2.85  -0.39  -0.41  0.006
C  3.05  -0.25  1.46  0.000
C  4.33  -0.35  1.95  0.000
C  4.57  -0.23  3.33  0.000
C  3.53  -0.01  4.18  0.000
C  2.20  0.10  3.69  0.000
C  1.15  0.33  4.60  0.001
C  -0.13  0.42  4.13  0.001
C  -0.40  0.30  2.76  0.004
C  0.57  0.08  1.79  0.003
C  1.91  -0.01  2.29  0.000
H  5.15  -0.53  1.26  0.000
H  5.59  -0.32  3.70  0.000
H  3.69  0.09  5.25  0.000
H  1.38  0.41  5.66  0.000
H  -0.96  0.58  4.82  0.000
H  -1.44  0.35  2.45  0.001
C  -3.34  -0.70  -4.18  0.000
Si  -1.80  -0.62  -3.04  0.001
C  -0.80  0.82  -3.77  0.000
C  -0.86  -2.22  -3.41  0.005
C  -2.16  -0.43  -1.26  0.008
H  -3.07  -0.84  -5.23  0.000
H  -3.92  0.22  -4.10  0.000
H  -3.99  -1.53  -3.88  0.000
H  -0.50  0.59  -4.80  0.000
H  0.08  1.03  -3.17  0.000
H  -1.40  1.73  -3.80  0.000
H  -0.76  -2.38  -4.49  0.000
H  -1.38  -3.08  -2.98  0.000
H  0.13  -2.20  -2.96  0.004
H  -2.59  -1.33  -0.82  0.003
H  -2.79  0.44  -1.04  0.001
C  -1.46  2.70  0.08  0.002
C  -0.28  1.84  -0.42  0.024
O  0.63  2.46  -0.97  0.015
H  -1.20  3.77  0.04  0.000
H  -1.72  2.41  1.10  0.000
H  -2.33  2.51  -0.55  0.000
S  -0.89  -3.46  0.80  0.311
C  -0.31  -2.15  0.09  0.539

Output
Multiplicity   2
Total energy   -112234.3447 eV
Net charge   -2
HOMO energy (alpha / beta)   1.07 / -0.68 eV

Entry 4:
Below is a single C5H9N3 molecule at a distorted geometry, with properties calculated with ωB97M-V/def2-TZVPD.

Each line ends with the natural charge from an NBO analysis.
Cartesian coordinates (Å):
C  1.63  -0.69  1.92  -0.393
C  0.76  0.65  -0.01  -0.217
N  0.62  -0.50  0.86  -0.487
H  1.18  -0.51  2.89  0.207
H  2.47  0.00  1.79  0.213
H  2.02  -1.71  1.88  0.209
H  1.04  1.55  0.53  0.211
H  1.39  0.43  -0.88  0.187
C  -1.02  0.04  -2.04  -0.707
C  -0.78  0.72  -0.71  0.308
N  -1.59  1.60  -0.22  -0.607
C  -0.60  -1.08  0.86  0.411
N  -1.45  -1.86  1.05  -0.370
H  -2.40  1.74  -0.83  0.334
H  -1.55  0.72  -2.72  0.229
H  -1.64  -0.85  -1.88  0.251
H  -0.08  -0.26  -2.50  0.220

Output
Total energy   -9799.0274 eV
HOMO energy   -9.16 eV
Structure (SMILES)   [H]/N=C(\C)CN(C)C#N

In eV, the relative energy (zero: lowest compared OMol25 entry of this formula, charge and spin) values for the records above are, in order, 3.253 3.133 0.000 2.440.